# 1
ORCA calculation (ωB97M-V/def2-TZVPD) on a gas-phase ion, C5H8N (charge +1) at a distorted geometry.

Properties
SMILES = C=C[C@@H]1C[N+]1=C
ΔE to the lowest compared entry with this formula, charge and spin = 103.23 kcal/mol
Orbital gap = 0.341 Eh
Net charge = +1

Each line ends with the natural charge from an NBO analysis.
Atoms and positions in Å:
C 2.324840 0.715321 -0.207731  0.131
H 2.735240 1.352530 -1.081912  0.250
H 1.066743 -1.838289 0.650563  0.241
C -0.115089 -0.449806 -0.606139  -0.001
C 0.586649 -0.949538 0.567662  -0.220
H 0.143060 -0.891252 -1.494191  0.238
H -1.541683 0.918132 1.259375  0.189
H -2.402591 -0.135408 -1.313455  0.243
C -2.193013 0.623261 0.442014  -0.286
H -3.196465 0.911266 0.417184  0.227
N 1.116077 0.254119 -0.121968  -0.263
H 0.078406 -0.708919 1.547177  0.242
H 3.110009 0.312635 0.487976  0.233
C -1.712178 -0.114051 -0.546550  -0.227

Atoms 1-6, force components in eV/Å:
-0.1 -0.5 -1.5
-1.3 -0.7 1.6
2.0 -2.3 -0.4
-3.8 0.5 0.3
-2.2 3.3 2.2
0.5 -1.1 -2.2

# 2
ORCA calculation (ωB97M-V/def2-TZVPD) on 2 unconnected molecules or ions with the total composition C5H11NO2.

Properties
ΔE to the lowest compared entry with this formula, charge and spin = 151.27 kcal/mol
Orbital gap (spin up / spin down) = 0.292 / 0.245 Eh

Each line ends with the natural charge from an NBO analysis.
Atoms and positions in Å:
H 2.566495 0.312444 -0.849427  0.487
H -2.080445 0.138313 1.675670  0.210
H -0.526623 -0.138481 -2.335209  0.213
C -1.280325 -0.165037 -0.308963  0.043
O 1.552972 1.092532 0.684028  -0.560
H -1.564678 -2.005354 0.696253  0.191
C -1.248534 -1.497813 -0.207529  -0.417
C 2.112964 -0.004411 1.233085  -0.005
H 0.042375 1.180404 -1.283314  0.225
O 2.224942 -0.624454 -0.966901  -0.403
C -0.816315 0.551058 -1.541640  -0.654
H -2.513523 1.396821 0.504181  0.210
H 3.219017 0.004042 1.360079  0.138
H 1.645064 -0.396392 2.147330  0.165
H -1.595864 1.216491 -1.925453  0.214
H -0.898318 -2.121112 -1.021057  0.192
C -1.718182 0.716178 0.824293  -0.655
H -0.870170 1.327904 1.145200  0.237
N 1.749147 -0.983133 0.169373  0.170

Atoms 1-6, force components in eV/Å:
-0.1 -0.5 -0.2
0.0 0.0 0.0
0.0 0.0 0.0
-0.1 -0.6 0.1
0.1 -0.3 0.1
0.0 0.0 0.0

# 3
ORCA calculation (ωB97M-V/def2-TZVPD) on a molecular structure, C29H41Br33ClIN2O6S at a distorted geometry.

Properties
Orbital gap = 0.334 Eh

Each line ends with the Mulliken charge.
Atoms and positions in Å:
H 0.161277 1.354191 -1.411816  -0.081
C 2.093092 0.375583 -1.988163  -1.884
H 1.032259 2.116131 -2.811589  0.447
H 6.646122 -0.352372 1.075813  0.440
H 5.588112 2.475949 1.636683  -0.352
Br -1.730737 -6.403609 6.943372  -0.017
C 1.867479 0.825586 0.587909  -1.556
C -7.739064 -5.464998 1.477831  -0.107
H -3.067409 2.140646 2.855023  0.317
O 9.089561 -0.282249 1.607029  -0.574
C -6.355716 3.506107 4.554304  -0.308
C -2.935180 1.136727 2.472097  -0.225
C 2.812914 3.693720 -1.921039  0.625
Br -3.247758 -8.279354 4.851438  -0.003
Br -5.076758 2.586655 5.671413  -0.015
Br -1.692994 0.236283 3.642449  -0.100
H 1.326973 -2.275565 0.014723  0.337
Br -8.046712 -0.735853 -0.043859  0.011
C 5.467494 1.523724 1.105350  -0.138
Br -11.682478 -5.852455 -2.560886  0.023
H 2.761757 0.516488 -2.843584  0.398
C 8.198366 6.677499 -7.173339  -0.337
Br 6.298580 4.450244 3.264005  -0.013
Br 6.887218 5.600859 -6.256892  0.029
H 6.638168 3.328014 0.060740  0.717
C 9.767823 1.003362 -1.606367  -0.738
N -0.048319 0.439172 -3.242740  -0.767
Br -14.629116 -5.619580 -3.770759  -0.043
H -6.475396 4.501426 4.957833  0.351
O 4.866540 -0.825317 -2.893113  -0.708
H -4.287032 -2.207528 4.128606  -0.253
C -3.417208 -7.189346 6.433821  0.081
H 4.626360 1.028686 1.610740  -0.021
C 8.978304 0.605870 0.808438  0.452
H 0.291982 -0.009806 1.739518  -0.109
H -0.220484 -1.965569 0.786612  0.450
O 5.873570 0.908231 -1.284963  -0.101
Br -5.500956 -4.326922 4.522170  -0.030
H -7.602844 -5.312197 2.539484  0.108
C -3.997945 -3.120760 4.632535  0.244
H 4.152230 -0.679388 0.587433  -0.056
Br 4.946822 4.122732 6.137284  -0.020
C 1.165254 -0.400531 1.215692  -0.018
Br -12.110902 -4.672687 -5.495406  -0.001
Br -13.054276 -6.521563 2.629316  -0.016
O 7.847070 1.330806 0.673583  0.038
H 6.514626 5.394686 -1.481564  0.284
Br -9.757341 0.685663 -5.282175  -0.016
Br -8.086237 2.656574 4.599554  0.002
H 7.544678 2.881838 -1.979729  -0.533
H 10.893150 0.160994 0.034960  0.330
Br -6.851576 -1.864686 -2.785324  -0.006
C 0.801942 1.189512 -2.280610  -0.455
H 9.511650 2.016853 -1.917918  0.063
C 6.538676 3.297455 -2.051587  0.362
Br 8.259184 8.474235 -6.472202  -0.009
C 10.153430 0.949790 -0.103744  -0.570
H 10.614969 0.619841 -2.182514  0.410
H -8.669022 -0.234019 -2.385444  0.071
H -0.246651 -0.476499 -2.861014  0.303
H 3.231741 -1.536139 -0.735401  1.115
H 1.807015 -0.680983 -2.043409  0.873
H 5.132584 4.023075 -0.498878  0.670
H 3.306079 2.648678 0.081870  1.021
C 6.703192 4.812841 -2.389317  -0.505
Br -5.706058 3.696753 2.747589  -0.042
Br -9.267096 -4.417503 0.945749  0.015
Br -10.969673 1.829126 -2.558117  -0.019
Br -4.665566 0.288030 2.491967  0.048
S 5.187382 -0.538196 -1.510162  1.271
Br -14.032133 -7.772399 -0.143148  -0.001
Br -11.624158 -9.125141 1.455642  -0.022
C -12.856550 -4.858752 -3.726886  -0.307
C 3.730188 -0.624216 -0.414840  -1.698
H -12.947522 -3.863505 -3.313902  0.304
N 3.479559 2.667547 -2.005511  -0.485
C -12.533622 -7.475930 1.035505  0.099
O 2.065768 4.576972 -1.958560  -0.510
C -8.409153 -1.161239 -1.891830  -0.160
Br -9.925988 -2.340985 -2.072719  0.106
H 10.619450 1.878589 0.243030  0.327
H -11.828716 -6.848001 0.505563  -0.087
H 6.943606 0.735704 2.406437  0.271
C 5.835116 3.203710 -0.675492  -2.042
Br -8.035199 -7.352038 1.207669  -0.011
C 3.662881 1.960944 -0.694491  -1.527
C 2.810398 0.631045 -0.629057  3.114
H 5.937466 5.131175 -3.103351  0.324
H -11.578882 2.317735 -4.905987  0.333
C -11.323826 1.394449 -4.405385  -0.315
Br -4.221632 -8.163420 7.892356  -0.027
H 7.329362 4.355999 5.511797  0.389
H 5.956026 2.849992 -2.855623  0.469
C 6.735464 0.706996 1.330816  -0.868
Br -12.837804 0.212059 -4.583213  0.009
O 6.123714 -1.525374 -0.980685  -0.757
Br 9.938540 5.844928 -7.155294  -0.005
C 6.518908 3.794574 5.068866  -0.353
Br -3.585335 -2.656684 6.458141  0.002
H -4.085324 -6.374735 6.187464  -0.052
H 2.492834 1.256896 1.382166  0.357
H 7.888482 6.748136 -8.206055  0.324
I 2.310465 -1.310164 2.838081  0.036
H 0.174549 -1.014621 -0.613139  0.042
H 0.449028 0.327055 -4.116033  0.295
C 0.620931 -1.484619 0.269874  -1.040
Br -2.459222 -3.819110 3.706461  0.086
H 8.938208 0.315099 -1.798887  0.182
Br -2.244585 1.300184 0.674878  -0.031
Br -6.134162 -4.855781 0.600997  -0.004
Br 7.030946 1.936514 5.103471  -0.004
C 5.172814 1.795130 -0.403931  1.736
H 1.096054 1.586002 0.410277  0.534
Cl 8.355962 5.234266 -2.936773  -0.199

Atoms 1-6, force components in eV/Å:
0.3 0.3 0.0
-0.8 0.4 0.2
-0.1 0.1 0.6
0.1 0.3 -0.4
-0.2 -0.2 -0.4
-0.1 -0.1 0.0

# 4
ORCA calculation (ωB97M-V/def2-TZVPD) on a molecular structure, C34H42As2CuF3N2Se at a distorted geometry.

Properties
Orbital gap = 0.288 Eh

Each line ends with the Mulliken charge.
Atoms and positions in Å:
C -3.154646 1.705413 -3.321073  0.255
C 3.379790 -2.382293 -1.745193  -0.647
H -0.338364 -2.748159 3.095018  0.341
H 3.388522 0.622174 5.288793  0.357
H -5.120037 1.906554 -6.068970  0.417
C 3.376598 -3.180167 1.776076  -0.973
C 2.454011 0.929712 4.863169  -0.858
H -2.694447 4.938546 -4.335163  0.273
H 1.279223 -3.561289 1.530843  0.591
C 3.509102 2.359765 3.033510  -0.525
F 1.501029 -6.464782 -2.835993  -0.271
C -3.060922 3.907676 -4.328633  -0.341
H 2.179355 2.714124 1.367667  0.407
H -4.028024 -0.519483 -0.233069  0.380
F 3.350750 -6.624686 -1.699820  -0.292
H -3.487818 -1.409767 -3.334416  0.500
H 2.148267 0.167023 4.125668  -0.024
H -2.885117 0.253425 2.646924  0.113
H 4.880314 -0.088907 1.912015  0.390
N 0.572818 -0.750666 1.505745  1.445
C 4.103342 -0.861978 1.854005  -0.987
C 4.396036 -2.218118 1.919889  -1.130
H -3.114064 3.038434 -0.159036  0.225
H 4.379549 1.695748 3.263614  0.263
H 1.542715 2.605136 3.866829  0.178
H -4.630760 1.083863 -0.610677  0.372
C 2.028427 -0.284681 -1.685957  1.682
F 1.413172 -6.497086 -0.736309  -0.271
C 2.047724 -2.828457 1.603395  -0.680
C 2.150404 -6.008576 -1.754903  0.847
H -1.764663 -1.179979 -3.743306  0.427
C -4.207904 0.191718 -1.053960  -1.298
Se -0.460246 1.939143 1.359709  -0.197
H -3.483235 4.646394 -0.791419  0.400
H -1.422089 -0.679626 1.054585  0.107
N 2.177425 0.737293 1.655772  1.687
C -3.931834 3.503836 -5.333141  -0.761
H -3.718041 -1.209332 3.220942  0.318
H 3.713480 1.900056 0.956541  0.402
As -1.432823 3.633447 -1.939130  1.357
C -0.695889 -1.432511 1.371676  -0.467
H -2.030992 4.379413 0.300004  0.425
Cu 0.281359 2.210360 -1.305453  -0.843
C 2.521900 2.307517 4.210819  -0.429
H -1.930759 -2.817843 2.391052  0.619
C -1.134995 -2.136886 2.668275  -0.840
C 2.238134 -4.490779 -1.748886  0.531
H 4.307764 -1.809736 -1.759283  0.499
H -0.864838 -0.448210 4.063612  0.006
H -1.823598 -1.769149 4.704676  0.419
C 2.150312 -1.697850 -1.768135  0.322
C 2.913485 1.965841 1.678642  -1.358
C -4.126719 1.349301 -4.262724  -0.464
C -2.664203 3.960463 -0.483886  -1.119
H 3.957190 3.344580 2.924515  0.497
H -3.320234 0.127509 4.290692  0.413
C 1.017113 -3.831646 -1.811792  -0.472
H 0.053536 -1.898060 -1.908412  0.338
H 3.579976 -4.237008 1.755429  0.481
C -2.500396 -1.195410 -2.952356  -1.459
H -1.966821 6.055509 -2.488613  0.409
C 1.760347 -1.461312 1.609197  0.816
H -4.556191 0.354451 -4.238775  0.241
H -0.594839 -2.188339 0.586986  -0.039
H -0.410640 5.900227 -1.721338  0.373
C 2.775426 -0.504586 1.688908  0.159
C -2.949288 -0.471264 3.472120  -1.145
H -0.608424 5.453783 -3.464431  0.422
C -4.492320 2.226470 -5.277072  -0.779
H -4.916469 -0.193268 -1.785298  0.432
C -1.054918 5.452199 -2.474389  -1.468
H -2.240875 -2.003002 -2.263204  0.372
C -1.648178 -1.197250 3.792153  -0.212
H 1.747786 0.887618 5.687228  0.395
C -2.655017 3.015944 -3.349374  -0.011
C 3.405945 -3.762076 -1.779068  -0.586
H 0.105768 -4.429037 -1.855434  0.382
H 2.804890 3.076879 4.944152  0.378
H -4.274302 4.170153 -6.098029  0.391
C 0.962181 -2.460216 -1.812070  -0.362
H 4.388273 -4.267467 -1.760591  0.396
C 0.832899 0.585855 1.532735  -1.395
H 5.428577 -2.472779 2.113267  0.428
As -2.446670 0.500424 -1.928106  0.604
C 1.637726 0.869748 -1.679935  -1.785

Atoms 1-6, force components in eV/Å:
0.0 0.4 0.0
-0.4 0.7 -0.3
0.2 0.0 -0.2
0.8 -0.1 0.0
-0.7 -0.3 -0.4
0.1 0.2 -0.1

# 5
ORCA calculation (ωB97M-V/def2-TZVPD) on a molecular structure, ClH6NSi2 at a distorted geometry.

Properties
ΔE to the lowest compared entry with this formula, charge and spin = 60.49 kcal/mol
Orbital gap = 0.338 Eh

Each line ends with the natural charge from an NBO analysis.
Atoms and positions in Å:
H 1.811508 -0.002117 1.517058  -0.164
H 0.950972 -2.298773 1.487899  -0.114
Si 0.758749 -0.820693 1.278338  0.431
H -1.385513 1.611424 0.349245  0.337
H -0.449545 -0.284015 2.065217  -0.103
Si 0.281916 -0.284842 -1.021914  0.894
H -0.265476 -1.532999 -1.642128  -0.163
H -1.527646 1.761631 -1.261224  0.341
N -1.599927 1.101582 -0.471797  -1.117
Cl 1.424963 0.748801 -2.300694  -0.342

Atoms 1-6, force components in eV/Å:
2.5 1.4 0.9
0.1 0.6 0.0
-2.9 -1.0 -1.0
0.7 0.6 1.0
0.8 -0.5 -0.5
-3.9 0.8 2.4

| no. | DFT total energy (a.u.) |
| --- | --- |
| 1 | -249.6606 |
| 2 | -402.1371 |
| 3 | -87788.9618 |
| 4 | -10243.3390 |
| 5 | -1097.4786 |